i | Density functional theory data (ωB97M-V/def2-TZVPD) for an isolated molecule of C5H9NOS.

**HOMO-LUMO gap**: 8.681 eV
**Molecular weight**: 131.20 Da
**SMILES string**: C/C=C\C(=S)NOC
**E_HOMO**: -8.24 eV

CARTESIAN COORDINATES (ANGSTROEM)
C  0.236  0.385  -2.705
C  -0.069  -0.538  0.339
C  -0.401  -0.127  1.713
C  -0.305  1.137  2.207
C  0.156  2.371  1.454
H  1.231  0.012  -2.486
H  -0.044  0.061  -3.709
H  0.229  1.428  -2.551
H  -1.219  1.063  -0.429
H  -0.578  -0.926  2.402
H  -0.413  1.243  3.285
H  -0.727  2.954  1.079
H  0.807  2.091  0.621
H  0.679  3.017  2.167
N  -0.648  0.230  -0.597
O  -0.757  -0.194  -1.861
S  0.809  -1.898  0.040

Quick look at the natural (NBO) charges, all values in e: atom 1 (C): -0.2529, atom 2 (C): 0.0441, atom 3 (C): -0.2704, atom 4 (C): -0.1389, atom 5 (C): -0.6724, atom 6 (H): 0.1923, atom 7 (H): 0.2013, atom 8 (H): 0.1673, atom 9 (H): 0.3894, atom 10 (H): 0.2379, atom 11 (H): 0.2076, atom 12 (H): 0.2167, atom 13 (H): 0.2245, atom 14 (H): 0.2290, atom 15 (N): -0.2894, atom 16 (O): -0.3526, atom 17 (S): -0.1338

=====

ii | Density functional theory data (ωB97M-V/def2-TZVPD) for an isolated molecule of C5H9NOS.

**HOMO-LUMO gap**: 9.489 eV
**Molecular weight**: 131.20 Da
**SMILES string**: N[C@H]1[C@H]2S[C@H]2C[C@@H]1O
**E_HOMO**: -8.89 eV

CARTESIAN COORDINATES (ANGSTROEM)
C  -0.918  -0.406  0.367
C  0.078  -0.491  -0.921
C  1.333  0.354  -0.545
C  0.898  1.297  0.567
C  -0.353  0.760  1.079
H  -1.647  -2.165  0.197
H  -0.010  -2.062  1.014
H  -1.908  -0.314  0.002
H  0.145  -1.455  -1.248
H  -0.696  1.000  -1.791
H  2.416  -0.085  -0.120
H  1.597  0.679  -1.625
H  1.055  2.305  0.417
H  -1.362  1.325  1.110
N  -1.054  -1.595  1.119
O  -0.471  -0.002  -2.065
S  0.895  0.856  2.440

Quick look at the natural (NBO) charges, all values in e: atom 1 (C): -0.1154, atom 2 (C): 0.0740, atom 3 (C): -0.5070, atom 4 (C): -0.2542, atom 5 (C): -0.3363, atom 6 (H): 0.3315, atom 7 (H): 0.3464, atom 8 (H): 0.1936, atom 9 (H): 0.1847, atom 10 (H): 0.4475, atom 11 (H): 0.2464, atom 12 (H): 0.2577, atom 13 (H): 0.2264, atom 14 (H): 0.2407, atom 15 (N): -0.7469, atom 16 (O): -0.6792, atom 17 (S): 0.0902

=====

Quick ranking, most stable first: i, ii.

=====

i | Density functional theory data (ωB97M-V/def2-TZVPD) for an isolated molecule of C5H9NOS.

**HOMO-LUMO gap**: 9.491 eV
**Molecular weight**: 131.20 Da
**SMILES string**: CC1=N[C@H](CO)SC1
**E_HOMO**: -8.71 eV

CARTESIAN COORDINATES (ANGSTROEM)
C  -0.266  0.179  0.965
C  0.927  -0.695  1.237
C  0.888  0.707  -1.002
C  -1.383  0.162  1.952
C  0.376  0.090  -2.306
N  -0.317  0.889  -0.069
O  -0.574  -0.920  -2.105
S  2.096  -0.358  -0.112
H  1.397  -0.457  2.192
H  0.646  -1.750  1.235
H  1.335  1.681  -1.189
H  -1.077  0.655  2.872
H  -1.647  -0.866  2.194
H  -2.246  0.682  1.544
H  1.212  -0.371  -2.837
H  -0.044  0.896  -2.926
H  -1.324  -0.524  -1.643

Quick look at the natural (NBO) charges, all values in e: atom 1 (C): 0.3112, atom 2 (C): -0.6000, atom 3 (C): -0.2043, atom 4 (C): -0.6585, atom 5 (C): -0.0796, atom 6 (N): -0.4267, atom 7 (O): -0.7101, atom 8 (S): 0.1584, atom 9 (H): 0.2345, atom 10 (H): 0.2359, atom 11 (H): 0.2178, atom 12 (H): 0.2304, atom 13 (H): 0.2240, atom 14 (H): 0.2370, atom 15 (H): 0.1927, atom 16 (H): 0.1637, atom 17 (H): 0.4737

=====

ii | Density functional theory data (ωB97M-V/def2-TZVPD) for an isolated molecule of C5H9NOS.

**HOMO-LUMO gap**: 9.575 eV
**Molecular weight**: 131.20 Da
**E_HOMO**: -8.91 eV

CARTESIAN COORDINATES (ANGSTROEM)
C  0.554  -0.380  1.611
C  -0.540  0.007  -0.432
C  0.972  -0.122  -0.859
C  1.302  0.979  -1.864
C  -1.883  -0.667  1.515
N  -0.603  -0.382  0.997
O  1.811  0.145  0.237
S  1.044  -0.523  3.084
H  -0.695  1.134  -0.704
H  -1.013  -0.732  -0.989
H  1.313  -1.102  -1.187
H  0.670  1.055  -2.785
H  2.222  0.883  -2.309
H  1.426  1.900  -1.452
H  -1.741  -0.635  2.546
H  -2.519  0.039  1.199
H  -2.320  -1.599  1.394

Quick look at the natural (NBO) charges, all values in e: atom 1 (C): 0.3026, atom 2 (C): -0.2389, atom 3 (C): 0.0749, atom 4 (C): -0.6354, atom 5 (C): -0.3946, atom 6 (N): -0.4377, atom 7 (O): -0.5849, atom 8 (S): 0.0422, atom 9 (H): 0.2196, atom 10 (H): 0.2092, atom 11 (H): 0.1687, atom 12 (H): 0.1980, atom 13 (H): 0.2210, atom 14 (H): 0.2192, atom 15 (H): 0.2242, atom 16 (H): 0.2051, atom 17 (H): 0.2070

=====

iii | Density functional theory data (ωB97M-V/def2-TZVPD) for a 2-piece molecular cluster, C5H9NOS overall.

**HOMO-LUMO gap**: 8.815 eV
**Molecular weight**: 131.20 Da
**SMILES string**: CCC(=O)C#N.CS
**E_HOMO**: -9.14 eV

CARTESIAN COORDINATES (ANGSTROEM)
C  1.528  -1.308  0.059
C  0.861  1.418  -0.078
C  -2.966  -1.199  -0.712
C  2.200  1.044  0.702
C  2.579  -0.373  0.178
N  0.741  -2.060  -0.287
O  3.713  -0.721  -0.041
S  -2.683  -0.178  0.765
H  0.844  2.553  0.138
H  -0.101  1.016  0.202
H  1.063  1.327  -1.203
H  -3.912  -1.019  -1.070
H  -2.596  -2.250  -0.698
H  -2.203  -0.838  -1.507
H  1.797  1.025  1.658
H  3.071  1.815  0.538
H  -3.936  -0.255  1.356

Quick look at the natural (NBO) charges, all values in e: atom 1 (C): 0.1673, atom 2 (C): -0.6309, atom 3 (C): -0.7375, atom 4 (C): -0.4794, atom 5 (C): 0.4723, atom 6 (N): -0.2318, atom 7 (O): -0.4500, atom 8 (S): -0.0696, atom 9 (H): 0.2233, atom 10 (H): 0.2365, atom 11 (H): 0.2096, atom 12 (H): 0.2175, atom 13 (H): 0.2316, atom 14 (H): 0.2260, atom 15 (H): 0.2360, atom 16 (H): 0.2445, atom 17 (H): 0.1348

=====

Quick ranking, most stable first: i, iii, ii.

=====

i | Density functional theory data (ωB97M-V/def2-TZVPD) for an isolated molecule of C5H9NOS.

**HOMO-LUMO gap**: 9.238 eV
**Molecular weight**: 131.20 Da
**SMILES string**: C=C(C)[C@@H](O)/C=N\S
**E_HOMO**: -8.86 eV

CARTESIAN COORDINATES (ANGSTROEM)
C  0.769  -0.880  -1.201
C  -0.547  -0.722  -0.465
C  -1.703  -1.201  -1.084
C  -0.557  -0.006  0.877
C  -0.573  1.533  0.713
H  1.279  0.147  -1.351
H  0.756  -1.482  -2.129
H  1.580  -1.427  -0.440
H  -2.728  -1.109  -0.644
H  -1.660  -1.655  -2.029
H  -1.449  -0.207  1.408
H  1.076  0.374  2.152
H  -1.519  2.032  0.814
H  2.038  0.710  0.536
N  0.500  2.313  0.672
O  0.633  -0.491  1.427
S  2.105  2.069  0.744

Quick look at the natural (NBO) charges, all values in e: atom 1 (C): -0.6625, atom 2 (C): 0.0134, atom 3 (C): -0.3980, atom 4 (C): -0.0089, atom 5 (C): 0.0774, atom 6 (H): 0.2207, atom 7 (H): 0.2321, atom 8 (H): 0.2325, atom 9 (H): 0.1959, atom 10 (H): 0.1946, atom 11 (H): 0.1857, atom 12 (H): 0.4790, atom 13 (H): 0.1945, atom 14 (H): 0.1119, atom 15 (N): -0.6253, atom 16 (O): -0.7089, atom 17 (S): 0.2657

=====

ii | Density functional theory data (ωB97M-V/def2-TZVPD) for an isolated molecule of C5H9NOS.

**HOMO-LUMO gap**: 7.882 eV
**Molecular weight**: 131.20 Da
**SMILES string**: CC(=S)/C=C(\N)CO
**E_HOMO**: -7.91 eV

CARTESIAN COORDINATES (ANGSTROEM)
C  -2.091  -0.200  0.838
C  -0.945  0.759  0.508
C  0.189  0.240  -0.184
C  0.480  -1.074  -0.440
C  1.887  -1.410  -0.992
H  -2.473  -0.714  -0.087
H  -1.710  -0.934  1.535
H  -3.001  0.284  1.295
H  0.944  0.981  -0.370
H  0.076  -3.066  -0.562
H  -1.146  -2.184  0.247
H  2.477  -2.024  -0.290
H  1.793  -2.005  -1.903
H  3.439  -0.439  -1.631
N  -0.360  -2.156  -0.470
O  2.533  -0.245  -1.399
S  -0.954  2.329  1.117

Quick look at the natural (NBO) charges, all values in e: atom 1 (C): -0.6903, atom 2 (C): -0.0381, atom 3 (C): -0.4061, atom 4 (C): 0.2643, atom 5 (C): -0.0961, atom 6 (H): 0.2213, atom 7 (H): 0.2107, atom 8 (H): 0.2479, atom 9 (H): 0.2592, atom 10 (H): 0.3840, atom 11 (H): 0.4050, atom 12 (H): 0.1763, atom 13 (H): 0.1715, atom 14 (H): 0.4780, atom 15 (N): -0.7940, atom 16 (O): -0.7067, atom 17 (S): -0.0869

=====

iii | Density functional theory data (ωB97M-V/def2-TZVPD) for an isolated molecule of C5H9NOS.

**HOMO-LUMO gap**: 9.953 eV
**Molecular weight**: 131.20 Da
**SMILES string**: O=C(CS)NC1CC1
**E_HOMO**: -9.07 eV

CARTESIAN COORDINATES (ANGSTROEM)
C  -1.733  -0.145  0.685
C  -1.158  1.046  -0.048
C  1.233  0.378  0.228
C  1.280  -1.131  0.025
C  2.308  -0.290  -0.657
H  -3.820  -0.282  -0.183
H  -2.378  0.144  1.514
H  -0.908  -0.838  1.139
H  0.369  1.995  -0.872
H  1.649  0.796  1.179
H  0.476  -1.483  -0.639
H  1.549  -1.839  0.802
H  3.289  -0.254  -0.203
H  2.270  -0.193  -1.739
N  0.160  1.080  -0.397
O  -1.875  2.001  -0.312
S  -2.712  -0.983  -0.523

Quick look at the natural (NBO) charges, all values in e: atom 1 (C): -0.6521, atom 2 (C): 0.6677, atom 3 (C): -0.0707, atom 4 (C): -0.4296, atom 5 (C): -0.4143, atom 6 (H): 0.1413, atom 7 (H): 0.2547, atom 8 (H): 0.2414, atom 9 (H): 0.4104, atom 10 (H): 0.2021, atom 11 (H): 0.2239, atom 12 (H): 0.2259, atom 13 (H): 0.2171, atom 14 (H): 0.2262, atom 15 (N): -0.6287, atom 16 (O): -0.6204, atom 17 (S): 0.0051

=====

Quick ranking, most stable first: iii, ii, i.